(1)
Molecular formula: C45H89IN4O17P
Method: DFT, the ωB97M-V functional and the def2-TZVPD basis

Structure (XYZ):
```
157
Properties=species:S:1:pos:R:3:forces:R:3
I 5.0748 -2.3837 1.8091 -0.120 0.186 -0.001
P 4.5502 -3.1812 -1.2778 0.440 -1.346 -0.631
O 8.5244 -0.9256 -5.6225 0.154 0.088 0.096
O -7.8967 4.4146 -7.5814 0.231 -0.002 -0.068
O -2.8012 0.5657 -5.3496 -0.042 -0.076 0.136
O -3.8702 2.4292 -4.8920 -0.104 -0.177 0.244
O 5.8922 -6.4912 5.3643 -0.013 -0.019 0.204
O 4.0777 -4.4673 -1.7698 -0.240 0.206 -0.068
O -0.0282 5.1014 4.0459 0.015 -0.066 -0.303
O -2.1370 5.4661 4.5065 -0.027 -0.043 -0.037
O 9.2663 -0.6160 -7.6633 0.066 0.017 0.007
O -5.6624 -5.0409 0.3478 -0.271 -0.217 0.206
O 6.1130 -3.2149 -1.0351 -0.454 0.609 0.242
O 5.2177 6.4430 6.8788 -0.043 -0.007 -0.222
O -7.3333 4.9904 -5.5461 0.019 -0.006 0.049
O 3.0995 6.7466 7.3405 0.062 0.176 0.096
O 4.2888 -1.9891 -2.3106 -0.217 0.253 0.694
O -5.5549 -4.8035 2.5200 -0.051 0.182 0.011
O 5.1973 -4.4261 5.6146 0.040 0.061 -0.004
N 2.0563 -2.2905 1.6643 0.109 -0.088 0.069
N 0.3389 -2.5523 0.3421 -0.664 -0.097 0.049
N 1.4658 -2.7695 -0.4098 0.229 0.060 0.076
N 3.8344 -2.7424 0.1893 0.206 0.524 0.194
C -0.6036 6.7586 5.7843 0.035 0.285 -0.262
C -3.2369 0.8102 1.9344 -0.082 -0.009 -0.124
C 0.7368 -2.2798 1.5603 0.821 0.300 0.747
C -3.4937 -0.6173 -0.1926 -0.151 -0.380 -0.183
C 0.8073 -0.6148 -2.1680 -0.510 -0.017 -0.716
C 4.5888 8.1143 8.5878 0.043 0.261 -0.244
C 5.1363 -5.4489 4.9880 0.038 0.098 -0.156
C -4.1178 0.3824 0.7796 0.175 -0.091 0.345
C 8.3171 -0.6872 -6.9403 -0.141 -0.136 -0.119
C -8.9075 3.2164 -5.6713 0.225 -0.270 -0.047
C 7.4913 -0.8557 -4.6455 -0.147 -0.056 0.066
C 6.9017 -0.5973 -7.4649 -0.051 0.322 0.121
C -5.7889 -5.5553 1.4273 0.081 -0.177 -0.038
C -4.7106 -6.0679 4.4357 0.074 -0.029 -0.140
C 4.2356 7.0769 7.5489 0.024 -0.006 0.269
C -1.6168 2.5490 -5.8813 0.158 0.075 0.362
C -2.7926 1.7687 -5.3341 0.152 0.154 -0.311
C -9.9349 3.7939 -8.7784 -0.023 0.090 0.114
C -0.9921 5.7554 4.7242 -0.016 -0.022 0.259
C -6.1172 -7.0204 1.5814 -0.355 0.063 0.069
C -1.2983 1.6717 0.5947 0.078 -0.026 -0.034
C 6.5830 -7.9415 3.5222 0.024 0.152 -0.022
C -5.8429 -5.2498 3.8521 0.027 -0.098 0.179
C -3.8404 -3.0759 -0.7059 -0.095 0.236 -0.179
C -3.4537 -2.0660 0.3674 0.428 0.581 -0.501
C 0.6816 -4.5277 -1.9666 0.339 0.013 0.378
C -7.9730 4.2540 -6.2473 -0.272 0.050 0.081
C -2.0557 1.4192 1.8727 0.101 0.113 0.214
C 2.0737 4.9016 5.2784 -0.244 -0.345 -0.154
C 6.7150 -2.1529 -4.5317 0.049 -0.072 -0.054
C -3.8871 3.8486 -4.6662 -0.038 0.268 -0.035
C -1.3927 1.8862 3.1596 0.061 -0.693 -0.378
C 7.3245 6.2934 8.1097 -0.117 -0.044 0.074
C 2.4892 -2.6051 0.4508 0.469 -0.167 -0.303
C 6.5870 6.8639 6.9171 0.193 0.012 0.092
C -8.4744 3.4945 -8.5149 -0.166 -0.088 -0.112
C 4.2934 -5.5439 3.7368 -0.361 -0.308 0.144
C 1.3585 -3.1418 -1.8229 -1.018 -0.307 -1.382
C 5.7682 -7.7978 4.7904 0.024 -0.160 -0.154
C -4.2000 4.6228 -5.9251 0.177 -0.163 -0.213
C 0.6491 -2.0485 -2.6719 -0.207 -0.268 0.782
C 1.3522 5.4844 4.0839 0.211 0.032 0.138
C -1.0501 -2.6094 -0.1209 -0.551 0.007 -0.574
C -2.0471 -2.3003 0.9721 -0.630 -0.322 0.467
C -0.1061 0.3283 -2.9863 0.632 -0.355 0.079
H -9.8586 3.6958 -5.4432 -0.013 0.011 -0.006
H 6.4865 -2.3339 -0.8855 0.339 -0.178 0.037
H -1.9276 2.0624 -0.2060 -0.041 0.028 -0.008
H -4.4860 1.2712 0.2620 0.111 0.014 -0.143
H -1.1985 -1.9031 -0.9342 0.258 0.168 0.067
H 5.5256 8.6331 8.4040 0.053 -0.093 0.068
H 0.4971 -0.5255 -1.1281 0.394 -0.009 0.187
H -5.9776 -4.3363 4.4281 0.008 0.055 -0.073
H -1.8022 -1.3903 1.5233 0.179 -0.025 0.015
H -1.4992 3.5406 -5.4528 -0.088 0.051 -0.111
H -9.0843 2.3629 -6.3203 -0.095 0.068 -0.047
H 3.1284 5.1644 5.2533 0.020 0.045 0.048
H -1.1026 1.0015 3.7335 0.030 0.109 0.214
H -0.4064 -2.3182 -2.7214 -0.089 0.214 -0.144
H 6.8984 0.0964 -8.3012 0.074 -0.102 -0.089
H 6.1736 -0.2451 -6.7381 -0.013 -0.117 0.027
H 1.9804 3.8129 5.2750 0.020 0.008 -0.093
H -4.1905 -2.1242 1.1686 0.089 -0.155 0.136
H 0.3529 7.2453 5.6138 0.060 -0.110 0.085
H 0.5036 -4.9608 -0.9823 -0.125 -0.064 -0.017
H -0.4843 2.4413 2.9450 -0.046 0.237 0.147
H -4.0461 -0.6147 -1.1342 -0.119 0.036 0.041
H 3.7953 8.8566 8.6052 -0.095 -0.100 0.072
H -2.0754 2.4847 3.7558 0.109 0.142 0.059
H 7.2571 5.2057 8.1072 0.035 -0.005 -0.037
H 7.0210 6.4825 5.9945 -0.079 -0.035 -0.029
H -0.2578 -4.4687 -2.5089 -0.037 -0.029 -0.040
H -10.3283 3.1193 -9.5387 0.011 -0.005 -0.010
H 6.1949 -2.3917 -5.4594 -0.053 0.040 0.019
H 6.6556 7.9512 6.8704 -0.038 0.004 0.036
H -8.4709 2.8465 -4.7473 -0.032 0.131 0.070
H 6.5203 -8.9621 3.1455 -0.001 -0.011 0.012
H -2.9552 4.1710 -4.1985 0.034 -0.055 -0.033
H -3.9728 -4.0828 -0.3232 0.278 0.054 -0.064
H 1.4482 6.5704 4.0407 -0.035 0.006 0.034
H -5.1478 4.2927 -6.3391 -0.063 0.080 0.029
H 6.2362 -7.2649 2.7403 -0.051 -0.047 -0.018
H 3.4082 -4.9281 3.8804 0.105 0.153 -0.006
H 3.9567 -6.5467 3.4849 0.152 -0.029 -0.051
H -3.4358 4.4794 -6.6912 0.074 0.048 0.071
H -1.3707 7.5279 5.8154 -0.102 -0.102 0.067
H 0.1325 -2.0429 2.4178 -0.470 -0.075 -0.276
H -1.7300 2.6368 -6.9607 -0.013 0.008 -0.012
H 5.9753 -2.0930 -3.7299 0.184 0.014 -0.248
H -3.7840 -5.4936 4.4160 -0.016 0.033 0.050
H 6.1473 -8.4735 5.5542 0.016 0.069 0.061
H 7.3946 -2.9781 -4.3177 0.016 0.015 0.030
H -0.5743 6.2514 6.7476 0.021 -0.013 0.010
H -4.2744 5.6869 -5.7059 -0.058 0.001 0.019
H 7.6282 -7.7060 3.7204 0.010 -0.049 0.025
H 1.8516 -0.3230 -2.2876 0.048 0.099 0.261
H -4.9316 -6.3375 5.4680 -0.006 0.011 0.009
H -5.1941 -7.5939 1.5046 0.015 -0.003 0.007
H 2.3188 -3.2741 -2.2909 0.432 0.234 0.790
H -0.7109 1.9869 -5.6671 -0.039 -0.113 -0.127
H -3.1591 -3.0676 -1.5619 0.104 0.007 0.037
H 8.3759 6.5786 8.0761 0.005 0.003 -0.014
H -4.8067 -2.7790 -1.1127 -0.084 -0.123 0.040
H 1.6568 5.2642 6.2103 0.074 0.085 0.052
H -6.6164 -7.2719 2.5131 0.115 -0.016 0.047
H -2.4763 -0.3232 -0.4546 -0.048 0.163 -0.072
H 1.7768 5.0955 3.1586 -0.102 -0.027 -0.036
H 0.4112 1.2709 -3.1514 -0.235 0.169 -0.030
H 4.3900 -1.1126 -1.9116 -0.080 0.064 -0.186
H -10.5376 3.6847 -7.8768 -0.003 -0.068 -0.008
H -10.0499 4.8196 -9.1278 0.018 -0.011 -0.048
H -8.3157 2.4658 -8.1889 -0.015 0.014 0.050
H -4.9975 -0.0979 1.2119 -0.145 0.087 -0.111
H 1.0215 -2.1274 -3.6923 0.082 -0.021 -0.020
H -2.1067 -3.1346 1.6776 0.177 0.001 0.058
H 6.9028 6.6461 9.0507 0.036 0.059 -0.004
H -6.7939 -5.7817 3.8806 0.013 -0.030 -0.045
H -0.4725 2.3584 0.7697 -0.079 0.170 -0.070
H -6.7748 -7.3052 0.7645 0.116 0.007 -0.099
H -0.8425 0.7502 0.2135 -0.003 -0.026 0.028
H 4.7184 -8.0527 4.6387 -0.009 0.053 -0.021
H -1.0473 0.5041 -2.4705 -0.082 0.057 -0.065
H 1.3582 -5.2185 -2.4635 -0.032 0.034 -0.160
H 6.6020 -1.5811 -7.8239 0.000 -0.017 0.000
H -0.3190 -0.1349 -3.9485 -0.137 0.220 -0.126
H -3.6374 0.6454 2.9302 -0.122 0.097 0.017
H -4.6771 4.0050 -3.9342 -0.040 -0.104 -0.013
H -4.5421 -6.9843 3.8698 -0.054 -0.032 0.036
H 6.8380 -0.0010 -4.8347 -0.010 -0.019 -0.039
H -1.2711 -3.5855 -0.5441 0.270 -0.142 0.134
H 4.6347 7.6273 9.5610 0.005 -0.013 0.010
H 8.0121 -0.6510 -3.7094 0.065 0.010 -0.037
H 4.8751 -5.1406 2.9106 -0.006 -0.100 -0.040
H -7.8977 3.6267 -9.4284 0.056 0.065 0.038
```
Positions in Å, forces in eV/Å.

Values from the calculation:
- charge = +1
- frontier orbital gap (eV) = 6.726

(2)
Molecular formula: C2H7N3S
Method: DFT, the ωB97M-V functional and the def2-TZVPD basis

Structure (XYZ):
```
13
Properties=species:S:1:pos:R:3:forces:R:3
S -0.1206 -1.7431 1.1671 -0.259 2.300 -1.297
N 0.4764 0.0088 1.3492 -0.271 -0.229 -1.875
N -0.4164 -0.2830 -1.4899 -0.946 -0.414 2.791
N -0.5154 1.0306 -0.6748 3.215 0.465 -4.025
C 0.2755 1.9712 -1.7052 0.614 1.366 -2.321
C 0.3121 0.9703 0.4372 -0.810 -3.328 4.168
H 0.7105 2.9789 -1.3560 -1.019 -1.653 0.532
H 0.4679 -0.6972 -0.9283 -3.154 -0.116 -1.995
H -1.4474 -0.8109 -1.4029 4.002 1.445 0.424
H 0.3360 -2.2233 2.2957 0.565 0.267 0.910
H 0.7170 1.8484 0.9286 -0.042 0.637 -0.934
H -0.4341 2.3050 -2.5439 0.715 -0.875 1.411
H 1.2424 1.5446 -2.3509 -2.609 0.136 2.211
```
Positions in Å, forces in eV/Å.

Values from the calculation:
- SMILES = CN(N)/C=N\S
- charge = 0
- frontier orbital gap (eV) = 9.525
- ΔE to the lowest compared entry with this formula, charge and spin (kcal/mol) = 102.5

(3)
Molecular formula: C15H11F5N6O4RuS3
Method: DFT, the ωB97M-V functional and the def2-TZVPD basis

Structure (XYZ):
```
45
Properties=species:S:1:pos:R:3:forces:R:3
Ru -1.3489 -0.1242 -1.5936 0.443 0.171 0.326
S -1.7351 -2.2465 -2.1739 -0.226 0.012 -0.442
S 0.7472 -0.7242 -1.1985 0.143 -0.137 0.220
S 0.1057 -1.7349 2.0542 -0.104 0.058 -0.007
F 0.0353 0.1268 -4.0664 -0.001 -0.070 0.011
F 1.2389 1.9711 -2.3007 -0.016 -0.044 0.038
F 0.5276 2.6685 -4.2186 -0.027 0.014 0.124
F -0.5743 3.1497 -2.4208 0.008 0.010 -0.001
F -1.7921 1.3075 -3.9297 -0.036 0.026 -0.074
O -4.8667 1.8977 -1.3338 -0.135 0.141 0.061
O -4.9725 4.0714 0.2462 -0.053 -0.127 -0.037
O -3.3314 0.3420 -1.8357 -0.115 0.266 0.412
O -3.4830 5.0044 1.6226 -0.130 -0.071 0.034
N -0.4567 -5.6672 -1.7119 -0.009 0.000 0.009
N -1.4834 1.4843 -0.3003 -0.150 0.016 -0.257
N 2.0957 -3.2906 2.9703 -0.056 -0.096 0.065
N 2.9533 -3.5942 -0.5674 0.019 0.008 -0.009
N 2.7935 -1.4530 2.0312 -0.028 -0.058 0.111
N -1.5353 3.1873 1.0337 -0.104 -0.081 -0.082
C -0.3506 -3.0842 -1.7033 -0.237 -0.262 0.029
C -0.7048 0.9059 -3.2312 0.010 -0.200 -0.102
C 1.6892 -2.1693 2.3604 0.131 0.035 -0.146
C -2.7804 3.1342 0.4464 0.099 0.040 0.180
C -0.4104 -4.5193 -1.7055 0.146 0.176 -0.006
C 3.5343 -3.3268 3.1902 -0.021 0.004 0.006
C 0.1375 2.1983 -3.0341 -0.108 -0.011 -0.091
C 1.9868 -3.0733 -0.9067 -0.177 0.033 -0.059
C 0.7803 -2.3986 -1.2945 0.371 -0.015 -0.012
C 4.0156 -2.2337 2.2251 0.036 0.039 0.011
C -3.8012 4.1503 0.8307 0.295 0.115 -0.150
C -3.7472 1.4184 -1.2428 0.066 -0.323 -0.348
C 0.6174 1.9351 1.0121 0.026 -0.073 0.074
C -0.7746 2.1810 0.5731 0.109 0.268 0.271
C -2.7272 2.0636 -0.3817 -0.185 0.007 0.000
H -1.2901 3.8869 1.7195 0.018 0.011 0.010
H 1.3167 2.1667 0.2123 0.058 0.022 -0.093
H 0.7310 0.8862 1.2956 -0.052 0.023 0.018
H 0.8536 2.5553 1.8752 0.004 0.007 -0.018
H 3.7723 -3.0829 4.2282 0.014 0.004 0.002
H 4.3553 -2.6597 1.2811 0.000 -0.010 -0.004
H -5.0214 3.2929 -0.3806 -0.021 -0.015 0.027
H 1.4350 -3.9033 3.4137 -0.022 0.019 0.005
H 4.8057 -1.6254 2.6610 -0.001 -0.005 -0.026
H 2.7108 -0.7710 1.2991 0.015 0.069 -0.063
H 3.9486 -4.3035 2.9498 0.004 0.004 -0.013
```
Positions in Å, forces in eV/Å.

Values from the calculation:
- charge = 0
- frontier orbital gap (spin up / spin down) (eV) = 6.162 / 5.633
- ΔE to the lowest compared entry with this formula, charge and spin (kcal/mol) = 19.4

The records above give, respectively, max |F| values of 1.74; 5.40; 0.58 eV/A.